The following is a quantum chemistry calculation of C2H3O2S2 as an isolated structure, from the Open Molecules 2025 dataset.

Structure (ORCA input):
```
! wB97M-V def2-TZVPD RIJCOSX def2/J DEFGRID3
* xyz -1 1
C -0.657 0.531 0.257
C 0.793 0.457 -0.257
O -1.187 1.505 0.719
O -1.243 -0.761 0.406
S 0.918 -0.750 -1.722
S 1.490 -0.047 1.269
H 1.256 1.447 -0.681
H -1.703 -0.606 1.140
H 0.333 -1.774 -1.130
*
```

Kohn-Sham gap = 6.6 eV
M = 123.2 g/mol
Lowest unoccupied orbital energy = 3.498 eV
Energy = -1024.900135 Ha
Energy above the lowest of the compared OMol25 structures with the same formula, charge and spin = 0.927 eV
HOMO energy = -3.1166 eV

---

The following is a quantum chemistry calculation of C41H35AsN10ORhS as an isolated structure, from the Open Molecules 2025 dataset.

Structure (ORCA input):
```
! wB97M-V def2-TZVPD RIJCOSX def2/J DEFGRID3
* xyz 3 1
Rh -0.062 0.064 0.001
C -0.107 0.003 -4.353
C -0.541 0.026 -3.038
N 0.323 0.064 -2.022
C 1.660 0.070 -2.319
C 2.058 0.064 -3.666
N 1.190 0.031 -4.638
C 2.537 0.069 -1.173
C 3.919 0.092 -1.193
C 4.653 0.091 0.005
C 3.918 0.087 1.202
C 2.536 0.064 1.180
N 1.860 0.045 0.003
C 1.657 0.064 2.324
C 2.052 0.054 3.672
N 1.182 0.020 4.642
C -0.114 -0.005 4.354
C -0.546 0.026 3.039
N 0.320 0.063 2.025
C 6.119 0.071 0.004
C 6.851 0.040 -1.191
C 8.235 -0.015 -1.142
N 8.868 -0.036 0.003
C 8.236 -0.009 1.148
C 6.853 0.047 1.198
H -0.792 -0.039 -5.187
H -1.597 0.006 -2.811
H 3.100 0.081 -3.952
H 4.416 0.120 -2.147
H 4.414 0.111 2.156
H 3.094 0.073 3.960
H -0.801 -0.048 5.187
H -1.602 0.017 2.809
H 6.381 0.056 -2.158
H 8.834 -0.039 -2.041
H 8.837 -0.029 2.046
H 6.384 0.070 2.166
C -10.312 9.493 -0.170
O -8.901 9.486 -0.146
C -8.184 8.386 -0.126
C -8.676 7.060 -0.127
C -7.808 5.992 -0.106
C -6.412 6.193 -0.082
C -5.926 7.522 -0.080
C -6.779 8.584 -0.101
C -5.421 5.153 -0.062
N -4.126 5.430 -0.052
C -3.479 4.258 -0.036
C -4.402 3.192 -0.036
N -5.626 3.790 -0.052
C -3.986 1.832 -0.022
C -4.860 0.736 -0.019
C -4.340 -0.539 -0.009
C -2.956 -0.706 -0.004
N -2.100 0.310 -0.005
C -2.583 1.578 -0.013
C -1.640 2.678 -0.011
N -0.326 2.394 0.002
C 0.568 3.359 0.007
C 0.218 4.708 -0.002
C -1.118 5.043 -0.017
C -2.076 4.021 -0.021
H -10.599 10.544 -0.180
H -10.730 9.008 0.715
H -10.700 9.000 -1.065
H -9.740 6.878 -0.146
H -8.225 4.995 -0.108
H -4.859 7.671 -0.061
H -6.418 9.601 -0.098
H -6.519 3.325 -0.052
H -5.929 0.889 -0.024
H -4.990 -1.400 -0.006
H -2.523 -1.701 0.001
H 1.606 3.057 0.019
H 0.987 5.461 0.002
H -1.448 6.068 -0.026
C -0.982 -5.231 -1.647
As -0.068 -4.759 0.009
C 1.506 -5.882 0.134
C -1.212 -5.181 1.532
S 0.591 -2.726 0.020
H -1.081 -6.315 -1.697
H -0.386 -4.887 -2.496
H -1.972 -4.774 -1.690
H 1.195 -6.929 0.115
H 2.041 -5.676 1.064
H 2.170 -5.683 -0.711
H -1.310 -6.263 1.609
H -2.201 -4.736 1.408
H -0.752 -4.797 2.446
*
```

Kohn-Sham gap = 3.3 eV
M = 893.7 g/mol
Lowest unoccupied orbital energy = -9.805 eV
Energy = -4949.932869 Ha
Energy above the lowest of the compared OMol25 structures with the same formula, charge and spin = 1.491 eV
HOMO energy = -13.1516 eV

---

The following is a quantum chemistry calculation of an isolated ion of composition C5H4BrN2O4 and charge -1, from the Open Molecules 2025 dataset.

Structure (ORCA input):
```
! wB97M-V def2-TZVPD RIJCOSX def2/J DEFGRID3
* xyz -1 3
C -0.252 -0.820 0.401
C 1.988 -0.076 0.094
C -0.348 0.676 0.477
C 1.036 -1.330 0.650
C -2.077 -0.289 -0.709
N -1.243 -1.333 -0.299
N 1.089 0.810 -0.253
O -1.375 0.955 -0.586
O 3.162 -0.075 -0.014
O -0.382 1.355 1.528
O 1.468 2.112 -0.700
Br -3.839 -0.210 0.112
H 1.199 -1.619 1.675
H 1.326 -2.316 -0.023
H -2.377 -0.487 -1.713
H 0.626 2.648 -0.641
*
```

Kohn-Sham gap (spin up / spin down) = 4.4 / 5.0 eV
M = 236.0 g/mol
Lowest unoccupied orbital energy (spin up / spin down) = 3.394 / -0.043 eV
Energy = -3177.244443 Ha
HOMO energy (spin up / spin down) = -1.0097 / -5.0391 eV

---

The following is a quantum chemistry calculation of a 3-piece molecular cluster, C27H50ClF6N3O5PS overall, from the Open Molecules 2025 dataset.

Structure (ORCA input):
```
! wB97M-V def2-TZVPD RIJCOSX def2/J DEFGRID3
* xyz 1 1
C 3.918 -0.482 1.706
C 3.499 -1.773 2.588
O 2.093 -1.636 2.938
C 1.232 -2.372 2.055
C 0.531 -1.436 0.927
C 0.487 0.083 1.306
C -0.121 1.085 0.296
C -0.147 2.639 0.643
C -0.335 2.894 2.235
F -1.477 2.191 2.778
C -0.685 0.459 -1.058
P -1.472 1.724 -2.242
C -0.204 2.947 -2.926
C -0.982 3.802 -4.085
C -2.999 2.555 -1.514
C -3.582 1.909 -0.164
C -0.586 -1.084 -1.353
S -1.201 -1.808 -2.976
O -1.279 -0.819 -4.095
O -0.279 -2.915 -3.481
C -2.896 -2.591 -2.734
F -2.998 -2.853 -1.317
F -2.900 -3.833 -3.435
C -4.082 -1.607 -3.190
F -3.962 -0.404 -2.449
F -5.305 -2.264 -2.828
F -4.156 -1.398 -4.582
N -0.001 -1.965 -0.324
C 0.094 -3.457 -0.482
C 1.530 -3.926 -1.115
C 2.192 -5.162 -0.270
Cl 2.692 -2.532 -1.383
H 3.375 -0.578 0.693
H 5.050 -0.410 1.545
H 3.513 0.455 2.249
H 4.078 -1.795 3.587
H 3.766 -2.745 2.045
H 1.739 -3.297 1.620
H 0.351 -2.754 2.705
H 0.876 0.491 2.295
H -0.889 3.259 0.039
H 0.905 3.065 0.396
H 0.642 2.540 2.744
H -0.389 4.029 2.433
H 0.623 2.371 -3.487
H 0.231 3.664 -2.126
H -0.301 4.061 -4.961
H -1.795 3.084 -4.492
H -1.552 4.693 -3.646
H -3.859 2.538 -2.289
H -2.748 3.682 -1.386
H -4.598 1.382 -0.331
H -2.862 1.244 0.418
H -3.832 2.794 0.542
H -0.691 -3.873 -1.225
H -0.147 -4.024 0.498
H 1.328 -4.374 -2.162
H 2.454 -6.004 -0.998
H 1.523 -5.496 0.600
H 3.169 -4.755 0.198
C -6.663 -1.251 2.184
C -5.142 -1.221 2.310
C -4.609 -1.987 3.538
O -4.768 -1.298 4.774
C -6.060 -1.413 5.350
N -4.691 0.177 2.308
H -7.156 -0.572 2.882
H -6.965 -0.945 1.179
H -7.051 -2.259 2.355
H -4.736 -1.713 1.418
H -3.528 -2.116 3.412
H -5.035 -2.996 3.600
H -6.510 -2.391 5.162
H -6.707 -0.616 4.981
H -5.959 -1.280 6.429
H -3.672 0.191 2.289
H -4.920 0.571 3.222
C 7.474 2.978 -2.486
C 6.905 3.401 -1.135
C 6.443 2.216 -0.262
O 5.197 1.645 -0.657
C 5.286 0.726 -1.734
N 5.819 4.365 -1.356
H 6.697 2.693 -3.200
H 8.029 3.804 -2.938
H 8.163 2.137 -2.376
H 7.709 3.910 -0.593
H 6.284 2.589 0.756
H 7.217 1.442 -0.190
H 6.214 0.149 -1.709
H 5.189 1.253 -2.685
H 4.444 0.034 -1.657
H 5.511 4.722 -0.453
H 5.012 3.840 -1.695
*
```

Kohn-Sham gap = 5.4 eV
M = 709.2 g/mol
Lowest unoccupied orbital energy = -4.939 eV
Energy = -3397.511481 Ha
HOMO energy = -10.3798 eV

---

The following is a quantum chemistry calculation of a 3-piece molecular cluster, C20H37F3N3O5S overall, from the Open Molecules 2025 dataset.

Structure (ORCA input):
```
! wB97M-V def2-TZVPD RIJCOSX def2/J DEFGRID3
* xyz 1 1
C -2.673 3.292 -3.508
C -2.113 2.666 -2.174
C -2.899 1.399 -1.678
O -2.978 0.330 -2.631
C -1.718 -0.238 -2.947
C -0.970 -0.885 -1.739
C -0.157 -0.073 -0.816
C 0.469 -0.779 0.317
C 1.318 -0.055 1.407
C 0.323 0.241 2.615
C -0.797 -0.745 3.090
N 0.482 1.344 3.236
N 0.278 -2.128 0.391
N -0.385 -2.925 -0.394
C -1.008 -2.350 -1.411
S -1.989 -3.503 -2.484
O -1.677 -3.368 -3.896
O -1.617 -4.856 -2.090
C -3.811 -3.376 -2.095
F -4.294 -2.116 -2.104
F -3.933 -3.827 -0.798
F -4.540 -4.235 -2.835
H -2.461 4.397 -3.484
H -2.111 2.896 -4.389
H -3.771 3.141 -3.658
H -2.081 3.442 -1.358
H -1.027 2.420 -2.372
H -2.548 1.069 -0.654
H -3.960 1.740 -1.512
H -1.003 0.509 -3.401
H -1.905 -0.983 -3.769
H -0.022 1.026 -0.967
H 2.089 -0.772 1.785
H 1.736 0.900 1.012
H -0.499 -1.387 3.956
H -1.210 -1.416 2.298
H -1.661 -0.114 3.440
H -0.231 1.350 3.978
H 0.735 -2.581 1.195
C 4.466 -5.254 -2.684
C 3.257 -4.402 -2.339
O 2.598 -3.861 -3.472
C 2.079 -4.803 -4.406
C 1.049 -5.743 -3.807
H 5.188 -4.674 -3.265
H 4.953 -5.611 -1.774
H 4.193 -6.125 -3.280
H 3.587 -3.549 -1.738
H 2.548 -4.961 -1.718
H 2.896 -5.359 -4.876
H 1.607 -4.221 -5.201
H 1.471 -6.356 -3.008
H 0.657 -6.416 -4.572
H 0.222 -5.176 -3.382
C 2.026 4.305 5.377
C 0.976 4.859 4.429
O -0.202 5.305 5.082
C -0.038 6.349 6.032
C 0.546 7.622 5.445
H 1.614 3.478 5.962
H 2.891 3.944 4.818
H 2.376 5.059 6.083
H 0.668 4.067 3.744
H 1.391 5.660 3.807
H 0.559 5.997 6.880
H -1.034 6.565 6.426
H 1.548 7.465 5.042
H 0.611 8.396 6.211
H -0.082 7.988 4.630
*
```

Kohn-Sham gap = 5.8 eV
M = 488.6 g/mol
Lowest unoccupied orbital energy = -5.524 eV
Energy = -2022.065262 Ha
Energy above the lowest of the compared OMol25 structures with the same formula, charge and spin = 0.000 eV
HOMO energy = -11.3375 eV

---

The following is a quantum chemistry calculation of a 2-piece molecular cluster, C3H7N3O3 overall, from the Open Molecules 2025 dataset.

Structure (ORCA input):
```
! wB97M-V def2-TZVPD RIJCOSX def2/J DEFGRID3
* xyz 0 1
C -0.590 -0.332 -0.037
C -0.467 1.204 0.283
C 1.809 -0.618 0.190
H -3.020 0.087 0.614
H -3.353 -1.741 0.564
H -1.618 1.460 0.182
H -0.246 1.351 1.324
H -0.326 3.059 -1.338
H 3.689 -0.551 -0.164
H 2.689 -1.773 -1.382
N -2.904 -0.851 -0.012
N -1.564 -1.127 -0.164
N 2.793 -0.860 -0.669
O 0.586 1.892 -0.313
O 0.578 -0.768 -0.491
O 1.943 -0.432 1.411
*
```

Kohn-Sham gap = 6.5 eV
M = 133.1 g/mol
Lowest unoccupied orbital energy = -2.248 eV
Energy = -508.238077 Ha
Energy above the lowest of the compared OMol25 structures with the same formula, charge and spin = 8.756 eV
HOMO energy = -8.7926 eV

---

The following is a quantum chemistry calculation of C40H47O7PdS4Si as an isolated structure, from the Open Molecules 2025 dataset.

Structure (ORCA input):
```
! wB97M-V def2-TZVPD RIJCOSX def2/J DEFGRID3
* xyz 1 5
Pd 0.006 0.202 -0.639
O 0.372 0.074 1.719
S -0.155 -0.975 2.687
C 1.217 -2.168 2.961
C 1.986 -2.434 1.656
C 3.441 -1.959 1.738
C 3.585 -0.459 1.982
S 3.422 0.597 0.518
O 2.374 0.009 -0.398
C 4.981 0.211 -0.265
C 6.173 0.568 0.357
C 7.373 0.311 -0.288
C 7.374 -0.281 -1.546
C 6.176 -0.610 -2.166
C 4.967 -0.358 -1.526
C -0.118 -0.190 4.282
C -0.700 -0.859 5.352
C -0.660 -0.271 6.607
C -0.062 0.973 6.773
C 0.496 1.636 5.687
C 0.467 1.056 4.425
H 0.728 -3.064 3.351
H 1.851 -1.757 3.745
H 1.507 -1.918 0.837
H 1.962 -3.497 1.413
H 3.974 -2.242 0.827
H 3.937 -2.473 2.563
H 4.569 -0.206 2.382
H 2.832 -0.077 2.675
H 6.171 1.053 1.330
H 8.307 0.581 0.189
H 8.314 -0.474 -2.049
H 6.177 -1.056 -3.153
H 4.023 -0.591 -2.002
H -1.185 -1.821 5.203
H -1.107 -0.777 7.454
H -0.043 1.434 7.753
H 0.947 2.611 5.820
H 0.874 1.561 3.555
C 1.405 4.680 -1.183
C 1.604 3.188 -1.060
O 0.486 2.572 -0.367
H 2.294 5.138 -1.623
H 1.234 5.126 -0.201
H 0.553 4.912 -1.830
H 2.484 2.955 -0.470
H 1.734 2.741 -2.051
H -0.333 2.990 -0.672
O -0.140 -0.366 -5.396
S 0.674 0.780 -5.130
O 0.158 2.067 -5.456
O 2.084 0.596 -5.010
S 0.188 0.785 -2.858
C 1.021 -3.008 -3.375
C -0.255 -3.788 -3.039
C -0.916 -2.937 -1.959
O 0.137 -2.109 -1.382
C 1.397 -2.412 -2.037
H 0.808 -2.230 -4.103
H 1.813 -3.644 -3.767
H -0.011 -4.780 -2.658
H -0.913 -3.899 -3.900
H -1.353 -3.539 -1.163
H -1.683 -2.282 -2.366
H 1.940 -3.134 -1.423
H 1.979 -1.500 -2.097
C -4.543 -1.431 -4.266
C -3.648 -0.380 -4.412
C -3.066 0.181 -3.281
C -3.333 -0.298 -1.993
C -4.265 -1.335 -1.872
C -4.861 -1.896 -2.996
Si -2.480 0.419 -0.476
C -2.838 2.246 -0.395
C -2.218 3.038 0.584
C -2.491 4.397 0.682
C -3.393 4.985 -0.196
C -4.024 4.213 -1.164
C -3.748 2.854 -1.265
C -3.229 -0.448 0.993
C -4.010 0.241 1.924
C -4.589 -0.429 2.998
C -4.392 -1.795 3.154
C -3.615 -2.495 2.237
C -3.032 -1.821 1.173
H -5.006 -1.875 -5.140
H -3.403 0.006 -5.395
H -2.424 1.049 -3.414
H -4.525 -1.714 -0.891
H -5.578 -2.701 -2.879
H -1.521 2.581 1.284
H -2.005 4.995 1.445
H -3.611 6.044 -0.121
H -4.735 4.669 -1.842
H -4.247 2.263 -2.027
H -4.173 1.309 1.808
H -5.203 0.116 3.706
H -4.847 -2.316 3.991
H -3.468 -3.564 2.352
H -2.418 -2.371 0.463
*
```

Kohn-Sham gap (spin up / spin down) = 7.5 / 5.5 eV
M = 902.6 g/mol
Lowest unoccupied orbital energy (spin up / spin down) = -1.869 / -5.878 eV
Energy = -4088.866813 Ha
Energy above the lowest of the compared OMol25 structures with the same formula, charge and spin = 0.452 eV
HOMO energy (spin up / spin down) = -9.3695 / -11.3355 eV

---

The following is a quantum chemistry calculation of one molecule with the formula C21H33N3O2, from the Open Molecules 2025 dataset.

Structure (ORCA input):
```
! wB97M-V def2-TZVPD RIJCOSX def2/J DEFGRID3
* xyz 0 1
C 1.114 -5.257 -0.048
C -0.213 -5.137 -0.787
C -1.394 -5.100 0.181
C -2.752 -5.077 -0.528
N -2.963 -3.885 -1.318
C -3.520 -2.775 -0.741
O -3.997 -2.806 0.379
N -3.604 -1.650 -1.524
C -2.942 -1.424 -2.787
C -1.640 -0.643 -2.576
C -1.963 0.696 -1.908
C -0.725 1.582 -1.718
C 0.388 0.970 -0.859
C 1.518 1.977 -0.734
O 2.424 2.005 -1.548
N 1.444 2.867 0.285
C 0.454 2.835 1.336
C 2.533 3.814 0.467
C 3.336 3.500 1.701
C 3.969 2.267 1.810
C 4.692 1.949 2.945
C 4.793 2.861 3.982
C 4.168 4.091 3.880
C 3.439 4.407 2.746
C -2.717 0.435 -0.601
C -3.966 -0.409 -0.870
H 1.945 -5.274 -0.751
H 1.142 -6.173 0.538
H 1.252 -4.416 0.627
H -0.329 -5.986 -1.466
H -0.199 -4.226 -1.391
H -1.359 -5.982 0.824
H -1.321 -4.218 0.820
H -2.848 -5.945 -1.188
H -3.550 -5.101 0.216
H -2.362 -3.782 -2.116
H -2.762 -2.362 -3.313
H -3.621 -0.830 -3.411
H -1.142 -0.479 -3.532
H -0.978 -1.228 -1.936
H -2.640 1.244 -2.576
H -0.302 1.811 -2.699
H -1.047 2.529 -1.276
H 0.802 0.101 -1.370
H 0.017 0.665 0.117
H 0.487 3.784 1.869
H -0.549 2.705 0.933
H 0.656 2.037 2.058
H 3.163 3.733 -0.424
H 2.122 4.828 0.523
H 3.893 1.562 0.995
H 5.182 0.989 3.019
H 5.360 2.614 4.868
H 4.246 4.807 4.685
H 2.953 5.370 2.670
H -3.009 1.379 -0.137
H -2.082 -0.111 0.099
H -4.469 -0.663 0.063
H -4.660 0.138 -1.517
*
```

Kohn-Sham gap = 9.6 eV
M = 359.5 g/mol
Lowest unoccupied orbital energy = 0.675 eV
Energy = -1134.806558 Ha
Energy above the lowest of the compared OMol25 structures with the same formula, charge and spin = 0.166 eV
HOMO energy = -8.8818 eV
SMILES string = CCCCNC(=O)N1CCC(CCC(=O)N(C)Cc2ccccc2)CC1

---

The following is a quantum chemistry calculation of one molecule with the formula C5H10S3, from the Open Molecules 2025 dataset.

Structure (ORCA input):
```
! wB97M-V def2-TZVPD RIJCOSX def2/J DEFGRID3
* xyz 0 1
C -1.869 0.957 1.598
S -2.005 0.913 -0.222
C -0.820 2.021 -0.829
C 0.510 2.047 -0.592
S 1.529 0.783 0.318
C 1.037 -0.592 -0.817
S 1.335 -2.371 -0.315
C -0.221 -2.624 0.672
H -2.668 0.308 1.926
H -2.184 2.003 2.036
H -0.847 0.737 1.986
H -1.076 2.854 -1.583
H 1.117 2.930 -0.989
H -0.065 -0.520 -1.051
H 1.586 -0.318 -1.695
H -0.155 -3.597 1.202
H -1.142 -2.687 0.039
H -0.128 -1.779 1.446
*
```

Kohn-Sham gap = 9.1 eV
M = 166.3 g/mol
Lowest unoccupied orbital energy = 0.558 eV
Energy = -1391.000435 Ha
Energy above the lowest of the compared OMol25 structures with the same formula, charge and spin = 1.923 eV
HOMO energy = -8.5517 eV
SMILES string = CS/C=C\SCSC